1.
Here is a cluster of 2 separate species, C10H12N2O2 in total at a distorted geometry from the OMol25 dataset. Energies are from ωB97M-V/def2-TZVPD.

Geometry (Å):
C -2.0201 1.9935 -0.1460
C -0.8115 1.9050 -0.9139
C -2.6462 0.9737 0.4529
C 0.4219 1.4095 -0.5454
C -2.2087 -0.4556 0.5841
C 0.5667 0.8670 0.7057
C 3.3370 0.0544 -0.6024
C -1.6937 -1.1217 -0.4076
C 1.5024 -0.6497 2.4105
C -0.1624 -2.1404 -2.1407
N 1.5067 0.1405 1.2257
N -1.4081 -1.7333 -1.4395
O 2.7569 -0.5661 -1.3275
O 3.9813 0.6387 0.1173
H -2.3765 2.9457 -0.0727
H -0.7314 2.3081 -1.9272
H -3.6476 1.2022 0.7228
H 1.3331 1.5865 -1.1763
H -2.2531 -0.9736 1.5412
H -0.2844 1.0252 1.3991
H 2.5777 -0.6304 2.8474
H 0.7375 -0.3010 3.2249
H 1.1505 -1.7606 2.2957
H 0.6492 -1.3770 -2.0038
H 0.2139 -3.0092 -1.5971
H -0.4912 -2.3315 -3.2272

Computed properties:
Orbital gap   0.3041 Eh
Relative energy (zero: lowest compared OMol25 entry of this formula, charge and spin)   90.85 kcal/mol
Electronic energy   -648.09839 Ha
Largest force on an atom   6.99 eV/Å
Molecular weight   192.22 g mol⁻¹

Löwdin analysis output, partial charges in e: number 1, C, carries -0.114; number 2, C, carries -0.059; number 3, C, carries -0.081; number 4, C, carries -0.092; number 5, C, carries -0.114; number 6, C, carries -0.205; number 7, C, carries -0.548; number 8, C, carries -0.129; number 9, C, carries -0.159; number 10, C, carries -0.078; number 11, N, carries -0.044; number 12, N, carries 0.051; number 13, O, carries 0.208; number 14, O, carries 0.216; number 15, H, carries 0.078; number 16, H, carries 0.113; number 17, H, carries 0.090; number 18, H, carries 0.125; number 19, H, carries 0.109; number 20, H, carries 0.118; number 21, H, carries 0.095; number 22, H, carries 0.088; number 23, H, carries 0.100; number 24, H, carries 0.057; number 25, H, carries 0.076; number 26, H, carries 0.101


2.
Here is a cluster of 2 separate species, C7H15N4OS in total at a distorted geometry from the OMol25 dataset. Energies are from ωB97M-V/def2-TZVPD.

Geometry (Å):
C -0.2079 0.6023 -1.9159
C 1.5842 -1.7506 2.0706
C -1.7361 1.0557 -0.1540
C -2.4263 -0.0246 0.5895
C -2.4419 2.4253 -0.0718
C 2.2498 -3.8104 3.3533
C 2.2075 1.0833 -3.2717
N -1.5195 0.5609 -1.5298
N -0.2839 1.1689 0.2349
N 0.4791 0.9666 -0.9089
N 1.9966 -2.4329 2.9314
O 1.2555 -0.9302 1.2608
S 0.4718 0.4267 -3.5163
H -2.9726 0.3583 1.4280
H -1.5960 -0.8238 0.8816
H -3.1369 -0.5795 -0.0307
H -2.2914 2.6577 0.9353
H -3.4594 2.4231 -0.2007
H -1.8950 3.2074 -0.5797
H 1.7231 -4.0296 4.3174
H 1.7772 -4.3781 2.5189
H 3.4192 -3.9874 3.5618
H 2.2527 2.1818 -3.1121
H 2.4679 0.8891 -4.2572
H 2.6558 0.4468 -2.5973
H -2.2500 0.7862 -2.3147
H 1.5519 0.8725 -0.6561
H 0.1246 0.6346 1.0332

Computed properties:
Orbital gap   0.3567 Eh
Relative energy (zero: lowest compared OMol25 entry of this formula, charge and spin)   30.73 kcal/mol
Electronic energy   -967.87033 Ha
Charge   +1
Largest force on an atom   5.51 eV/Å
Molecular weight   203.29 g mol⁻¹

Löwdin analysis output, partial charges in e: number 1, C, carries -0.625; number 2, C, carries -0.308; number 3, C, carries -0.516; number 4, C, carries -0.016; number 5, C, carries 0.015; number 6, C, carries -0.064; number 7, C, carries -0.283; number 8, N, carries 0.094; number 9, N, carries 0.053; number 10, N, carries 0.027; number 11, N, carries 0.085; number 12, O, carries 0.055; number 13, S, carries 0.985; number 14, H, carries 0.080; number 15, H, carries 0.132; number 16, H, carries 0.093; number 17, H, carries 0.071; number 18, H, carries 0.064; number 19, H, carries 0.094; number 20, H, carries 0.088; number 21, H, carries 0.092; number 22, H, carries 0.135; number 23, H, carries 0.082; number 24, H, carries 0.002; number 25, H, carries 0.008; number 26, H, carries 0.212; number 27, H, carries 0.230; number 28, H, carries 0.113


3.
Here is a cluster of 8 separate species, C35H68I3N2O21S in total at a distorted geometry from the OMol25 dataset. Energies are from ωB97M-V/def2-TZVPD.

Geometry (Å):
C -1.0012 -2.6753 -4.9720
C -0.7883 -1.1147 -5.1326
I -1.0643 -0.3530 -7.1785
C -0.4471 -0.2256 -4.0813
I -0.1055 -0.9783 -2.0434
C -0.2962 1.3337 -4.3493
C 0.4967 2.1532 -3.2410
N -0.2328 2.4845 -1.9980
C -1.6876 2.7269 -2.1589
I -2.6268 1.9420 -0.3023
C -2.4091 1.9562 -3.3593
S -3.9839 2.9200 -3.7268
N -1.5857 2.0544 -4.6058
H -2.1127 -2.8890 -5.1514
H -0.3400 -3.2054 -5.7474
H -0.7050 -3.0986 -3.9657
H 0.3170 1.4249 -5.3181
H 0.8511 3.1497 -3.6992
H 1.4523 1.5824 -2.9893
H 0.0106 1.9037 -1.1946
H -1.9944 3.8314 -2.1791
H -2.7501 0.9122 -3.0884
H -5.0421 2.0338 -3.6634
H -1.3506 3.0479 -4.8122
H -2.1307 1.7081 -5.4127
C 1.0083 -8.9125 -4.6643
C 1.0483 -8.1095 -5.9502
O 1.2364 -6.7133 -5.6791
C 2.4913 -6.3475 -5.3801
O 3.4511 -7.0725 -5.3318
O 2.4894 -5.0288 -5.1213
C 3.7553 -4.5214 -4.6974
H 0.2580 -8.5061 -3.9812
H 0.7716 -9.9581 -4.8704
H 1.9663 -8.8734 -4.1429
H 0.0908 -8.2013 -6.4661
H 1.8187 -8.4777 -6.6325
H 4.5469 -4.7852 -5.4006
H 3.9885 -4.8957 -3.6987
H 3.6836 -3.4342 -4.6521
C 10.0695 -1.1189 -4.9064
C 8.7868 -1.4083 -5.6621
O 7.7720 -1.9085 -4.7802
C 7.1535 -0.9874 -4.0307
O 7.3638 0.1993 -4.0422
O 6.2659 -1.6193 -3.2438
C 5.5966 -0.7600 -2.3242
H 10.3898 -1.9990 -4.3434
H 10.8652 -0.8288 -5.5952
H 9.9302 -0.3133 -4.1834
H 8.9695 -2.1889 -6.4027
H 8.4293 -0.5281 -6.2030
H 5.1395 0.0903 -2.8344
H 6.2960 -0.4184 -1.5588
H 4.8075 -1.3364 -1.8400
C -8.5630 0.4814 3.0847
C -9.3640 0.7837 1.8326
O -8.7170 1.7886 1.0379
C -7.6816 1.3664 0.3048
O -7.2607 0.2370 0.2466
O -7.1711 2.4266 -0.3452
C -5.9993 2.1269 -1.0965
H -8.3597 1.3994 3.6415
H -9.1047 -0.2127 3.7301
H -7.5960 0.0389 2.8398
H -10.3385 1.1871 2.1129
H -9.5463 -0.1179 1.2420
H -6.1652 1.2851 -1.7747
H -5.1689 1.9158 -0.4190
H -5.7494 3.0045 -1.6896
C -4.8319 2.5106 8.1487
C -5.4948 1.1652 7.9234
O -5.8839 1.0069 6.5516
C -4.8974 0.6920 5.7050
O -3.7363 0.5234 5.9946
O -5.4192 0.6162 4.4692
C -4.4548 0.3729 3.4487
H -5.4744 3.3194 7.7917
H -4.6235 2.6643 9.2093
H -3.8919 2.5861 7.5993
H -6.4093 1.1067 8.5161
H -4.8520 0.3400 8.2405
H -3.8481 -0.5046 3.6747
H -3.8229 1.2554 3.3186
H -4.9913 0.1887 2.5166
C 0.8543 -4.8740 2.4746
C 0.3239 -3.8118 1.5311
O -0.7563 -3.0866 2.1319
C -0.3963 -2.1525 3.0260
O 0.7323 -1.8733 3.3468
O -1.5114 -1.5970 3.5196
C -1.2762 -0.6407 4.5597
H 0.0437 -5.5215 2.8174
H 1.6123 -5.4850 1.9802
H 1.3004 -4.4263 3.3642
H -0.0780 -4.2904 0.6355
H 1.1146 -3.1300 1.2047
H -0.5616 0.1230 4.2448
H -0.9229 -1.1491 5.4590
H -2.2265 -0.1547 4.7857
C 4.4310 8.6591 -3.9870
C 3.8607 7.5869 -4.8953
O 3.1720 6.5822 -4.1359
C 1.9456 6.9159 -3.7160
O 1.3793 7.9575 -3.9258
O 1.4576 5.8879 -2.9973
C 0.1841 6.1477 -2.4108
H 5.0540 8.2111 -3.2089
H 5.0323 9.3682 -4.5590
H 3.6383 9.2115 -3.4797
H 4.6753 7.0808 -5.4164
H 3.2042 8.0118 -5.6591
H -0.5371 6.4870 -3.1578
H 0.2865 6.8856 -1.6131
H -0.1828 5.2159 -1.9780
C 2.1919 0.8171 10.9635
C 1.5208 -0.5226 10.7286
O 1.1310 -0.6686 9.3570
C 2.1185 -0.9841 8.5070
O 3.2753 -1.1615 8.7947
O 1.5982 -1.0488 7.2708
C 2.5647 -1.2902 6.2484
H 1.5543 1.6324 10.6123
H 2.4015 0.9621 12.0251
H 3.1322 0.8907 10.4144
H 0.6059 -0.5798 11.3212
H 2.1588 -1.3539 11.0397
H 3.1679 -2.1724 6.4703
H 3.2008 -0.4111 6.1248
H 2.0287 -1.4652 5.3147

Computed properties:
Orbital gap   0.3017 Eh
Electronic energy   -4354.99426 Ha
Charge   +1
Largest force on an atom   3.04 eV/Å
Molecular weight   1265.70 g mol⁻¹

Results of the Löwdin charge analysis, in e, for atoms 1 through 99: number 1, C, carries -0.168; number 2, C, carries -0.675; number 3, I, carries 0.897; number 4, C, carries -0.615; number 5, I, carries 0.923; number 6, C, carries -0.342; number 7, C, carries -0.186; number 8, N, carries -0.129; number 9, C, carries -0.681; number 10, I, carries 0.995; number 11, C, carries -0.615; number 12, S, carries 0.801; number 13, N, carries 0.022; number 14, H, carries 0.098; number 15, H, carries 0.093; number 16, H, carries 0.035; number 17, H, carries 0.126; number 18, H, carries 0.135; number 19, H, carries 0.132; number 20, H, carries 0.025; number 21, H, carries 0.076; number 22, H, carries 0.108; number 23, H, carries -0.087; number 24, H, carries 0.188; number 25, H, carries 0.097; number 26, C, carries -0.066; number 27, C, carries -0.212; number 28, O, carries 0.023; number 29, C, carries -0.596; number 30, O, carries 0.133; number 31, O, carries -0.016; number 32, C, carries -0.041; number 33, H, carries 0.081; number 34, H, carries 0.083; number 35, H, carries 0.076; number 36, H, carries 0.122; number 37, H, carries 0.126; number 38, H, carries 0.101; number 39, H, carries 0.102; number 40, H, carries 0.087; number 41, C, carries -0.065; number 42, C, carries -0.212; number 43, O, carries 0.032; number 44, C, carries -0.595; number 45, O, carries 0.124; number 46, O, carries -0.007; number 47, C, carries -0.049; number 48, H, carries 0.084; number 49, H, carries 0.083; number 50, H, carries 0.075; number 51, H, carries 0.124; number 52, H, carries 0.124; number 53, H, carries 0.091; number 54, H, carries 0.103; number 55, H, carries 0.089; number 56, C, carries -0.060; number 57, C, carries -0.203; number 58, O, carries 0.042; number 59, C, carries -0.589; number 60, O, carries 0.118; number 61, O, carries 0.011; number 62, C, carries -0.141; number 63, H, carries 0.087; number 64, H, carries 0.087; number 65, H, carries 0.059; number 66, H, carries 0.125; number 67, H, carries 0.125; number 68, H, carries 0.091; number 69, H, carries -0.058; number 70, H, carries 0.046; number 71, C, carries -0.065; number 72, C, carries -0.208; number 73, O, carries 0.041; number 74, C, carries -0.568; number 75, O, carries 0.110; number 76, O, carries 0.003; number 77, C, carries -0.036; number 78, H, carries 0.083; number 79, H, carries 0.083; number 80, H, carries 0.074; number 81, H, carries 0.125; number 82, H, carries 0.126; number 83, H, carries 0.083; number 84, H, carries 0.101; number 85, H, carries 0.089; number 86, C, carries -0.060; number 87, C, carries -0.225; number 88, O, carries 0.027; number 89, C, carries -0.587; number 90, O, carries 0.111; number 91, O, carries -0.002; number 92, C, carries -0.025; number 93, H, carries 0.087; number 94, H, carries 0.083; number 95, H, carries 0.076; number 96, H, carries 0.119; number 97, H, carries 0.117; number 98, H, carries 0.105; number 99, H, carries 0.108


4.
Here is a structure of composition C12H30N2O4Tl at a distorted geometry from the OMol25 dataset. Energies are from ωB97M-V/def2-TZVPD.

Geometry (Å):
Tl 1.1560 1.2671 -0.3155
C 1.0979 0.0194 -3.9157
O 0.7839 -0.5319 -2.6405
C 1.0133 -1.8581 -2.7841
C 0.8826 -2.4217 -1.4066
N 1.5966 -1.7195 -0.3428
C 1.4120 -2.4565 0.9273
C 2.0878 -1.7906 2.0789
O 1.9322 -0.3754 2.0098
C 2.1581 0.1617 3.2776
H 2.1612 0.2186 -4.0499
H 0.6863 1.0263 -3.8468
H 0.7554 -0.5890 -4.7527
H 1.9992 -2.0470 -3.2087
H 0.2354 -2.3513 -3.3671
H 1.2522 -3.4431 -1.4973
H -0.1931 -2.4885 -1.2436
H 2.5640 -1.8590 -0.5970
H 1.8433 -3.4549 0.8558
H 0.3828 -2.6443 1.2331
H 3.1202 -2.1393 2.1017
H 1.5704 -2.0916 2.9898
H 3.1527 -0.0526 3.6686
H 1.3681 -0.2093 3.9306
H 1.9232 1.2213 3.1760
C -0.0165 2.9607 3.0555
O -0.3700 2.0176 2.0672
C -1.1123 0.9685 2.6646
C -2.0980 0.5645 1.5674
N -1.4226 -0.3041 0.6004
C -2.0297 -0.5046 -0.7139
C -2.4223 0.7516 -1.5997
O -1.3102 1.6221 -1.9568
C -1.6195 2.5598 -3.0052
H 0.7711 2.8911 3.8058
H -0.9333 3.2457 3.5715
H 0.1004 3.8985 2.5125
H -1.6965 1.2410 3.5435
H -0.4446 0.1515 2.9383
H -2.4585 1.4635 1.0676
H -2.9642 0.0195 1.9427
H -1.5596 -1.1810 1.0825
H -2.9383 -1.0916 -0.5798
H -1.3672 -1.0344 -1.3984
H -3.1755 1.3714 -1.1133
H -2.8998 0.3678 -2.5013
H -0.7863 3.2621 -3.0300
H -2.5212 3.1179 -2.7530
H -1.6671 2.2501 -4.0493

Computed properties:
Orbital gap   0.1258 Eh
Relative energy (zero: lowest compared OMol25 entry of this formula, charge and spin)   82.07 kcal/mol
Electronic energy   -1056.79270 Ha
Charge   +3
Largest force on an atom   3.84 eV/Å
Molecular weight   470.76 g mol⁻¹

Löwdin analysis output, partial charges in e: number 1, Tl, carries 1.312; number 2, C, carries -0.024; number 3, O, carries -0.262; number 4, C, carries -0.232; number 5, C, carries -0.157; number 6, N, carries 0.028; number 7, C, carries -0.141; number 8, C, carries -0.167; number 9, O, carries -0.271; number 10, C, carries -0.059; number 11, H, carries 0.123; number 12, H, carries 0.092; number 13, H, carries 0.128; number 14, H, carries 0.163; number 15, H, carries 0.171; number 16, H, carries 0.174; number 17, H, carries 0.121; number 18, H, carries 0.157; number 19, H, carries 0.165; number 20, H, carries 0.136; number 21, H, carries 0.163; number 22, H, carries 0.151; number 23, H, carries 0.136; number 24, H, carries 0.108; number 25, H, carries 0.081; number 26, C, carries -0.075; number 27, O, carries -0.282; number 28, C, carries -0.166; number 29, C, carries -0.103; number 30, N, carries 0.079; number 31, C, carries -0.108; number 32, C, carries -0.112; number 33, O, carries -0.257; number 34, C, carries -0.030; number 35, H, carries 0.113; number 36, H, carries 0.112; number 37, H, carries 0.112; number 38, H, carries 0.156; number 39, H, carries 0.112; number 40, H, carries 0.144; number 41, H, carries 0.172; number 42, H, carries 0.141; number 43, H, carries 0.169; number 44, H, carries 0.092; number 45, H, carries 0.140; number 46, H, carries 0.152; number 47, H, carries 0.106; number 48, H, carries 0.121; number 49, H, carries 0.119